The following is a quantum chemistry calculation of C16H39FeN5O6 as an isolated structure in a non-equilibrium geometry, from the OMol25 dataset.

Geometry as XYZ:
```
67
Properties=species:S:1:pos:R:3:lowdin_spin:R:1
Fe -37.179 -38.292 -24.523 4.41
C -39.907 -40.108 -24.850 0.00
O -38.772 -39.477 -25.490 0.04
H -39.843 -41.195 -24.912 0.00
H -39.944 -39.823 -23.798 0.00
H -40.861 -39.816 -25.288 0.00
H -38.933 -39.649 -26.421 0.00
C -38.187 -38.606 -21.491 0.01
O -37.825 -38.782 -22.665 0.07
N -38.569 -39.594 -20.661 0.01
C -39.084 -39.434 -19.269 0.00
C -38.466 -41.010 -21.002 0.00
H -38.299 -37.674 -20.915 0.00
H -40.173 -39.394 -19.289 0.00
H -38.867 -38.475 -18.798 0.00
H -38.819 -40.289 -18.646 0.00
H -39.449 -41.457 -21.146 0.00
H -37.927 -41.043 -21.948 0.00
H -37.811 -41.530 -20.302 0.00
C -39.551 -36.009 -23.996 0.01
O -38.803 -36.941 -24.353 0.07
N -40.950 -36.015 -24.056 0.01
C -41.605 -37.183 -24.615 0.00
C -41.784 -34.788 -23.929 0.00
H -39.231 -35.034 -23.596 0.00
H -41.635 -37.886 -23.782 0.00
H -41.054 -37.560 -25.476 0.00
H -42.604 -36.877 -24.924 0.00
H -41.780 -34.397 -24.946 0.00
H -42.859 -34.910 -23.798 0.00
H -41.366 -34.037 -23.259 0.00
C -35.485 -41.060 -24.064 0.01
O -36.016 -40.027 -24.456 0.07
N -34.349 -41.644 -24.570 0.01
C -33.669 -42.682 -23.825 0.00
C -33.680 -41.243 -25.789 0.00
H -35.962 -41.698 -23.303 0.00
H -34.097 -42.962 -22.863 0.00
H -32.599 -42.535 -23.676 0.00
H -33.730 -43.504 -24.538 0.00
H -33.668 -42.033 -26.539 0.00
H -34.139 -40.341 -26.196 0.00
H -32.642 -40.937 -25.661 0.00
C -36.153 -37.230 -27.363 0.01
O -36.944 -37.513 -26.401 0.09
N -35.885 -38.122 -28.378 0.02
C -34.759 -37.917 -29.271 0.00
C -36.470 -39.476 -28.436 0.00
H -35.558 -36.305 -27.414 0.00
H -33.815 -38.146 -28.776 0.00
H -34.707 -36.900 -29.660 0.00
H -34.883 -38.553 -30.147 0.00
H -37.060 -39.566 -29.348 0.00
H -35.767 -40.306 -28.361 0.00
H -37.188 -39.605 -27.626 0.00
C -35.514 -36.226 -22.786 0.01
O -35.845 -37.090 -23.627 0.09
N -34.842 -36.486 -21.660 0.02
C -34.574 -35.491 -20.620 0.00
C -34.499 -37.876 -21.311 0.00
H -35.712 -35.147 -22.875 0.00
H -33.523 -35.614 -20.358 0.00
H -35.152 -35.794 -19.747 0.00
H -34.795 -34.494 -20.999 0.00
H -34.941 -38.617 -21.976 0.00
H -33.420 -37.950 -21.443 0.00
H -34.680 -38.195 -20.285 0.00
```

orbital gap (alpha / beta) = 10.39 / 6.28 eV
relative energy (zero: lowest compared OMol25 entry of this formula, charge and spin) = 4.5 kcal per mole
calculated total energy = -71322.77585 eV
charge = +3
lowest unoccupied orbital energy (alpha / beta) = -7.11 / -11.15 eV
2S+1 = 6
highest occupied orbital energy (alpha / beta) = -17.495 / -17.434 eV

The following is a quantum chemistry calculation of C16H39MgN4O8S5 as an isolated structure in a non-equilibrium geometry, from the OMol25 dataset.

Geometry as XYZ:
```
73
Properties=species:S:1:pos:R:3:mulliken_charge:R:1
Mg -1.679 -1.139 -0.288 0.17
N 0.528 1.166 -0.146 0.43
O 1.083 1.953 -0.929 -0.48
O -0.430 0.448 -0.590 -0.61
O 0.963 0.998 1.000 -0.57
C 1.212 0.564 -4.123 0.11
C 1.757 0.294 -5.461 0.11
N 2.182 0.082 -6.505 -0.42
H 1.567 1.509 -3.709 0.21
H 1.652 -0.146 -3.421 0.05
H 0.128 0.534 -4.162 -0.08
C 0.087 4.068 1.172 0.43
C -0.554 5.364 1.408 0.05
N -1.051 6.379 1.587 -0.40
H 0.403 3.659 2.128 0.30
H 0.932 4.294 0.527 -0.32
H -0.619 3.433 0.642 -0.16
C 3.809 3.949 -0.904 -0.32
C 3.735 3.517 -2.292 0.47
N 3.681 3.204 -3.393 -0.41
H 4.311 3.293 -0.192 0.25
H 2.840 4.041 -0.413 -0.27
H 4.282 4.926 -0.813 0.36
C -1.106 -1.910 3.608 -0.86
S -0.592 -2.909 2.175 0.49
O -0.477 -1.988 0.981 -0.28
C 1.110 -3.302 2.709 -0.71
H -0.722 -0.895 3.501 0.12
H -0.743 -2.370 4.520 0.58
H -2.183 -1.871 3.459 0.28
H 1.520 -4.094 2.093 0.42
H 1.052 -3.523 3.773 0.48
H 1.749 -2.423 2.629 -0.10
C 4.875 -1.549 4.779 -0.98
S 3.253 -0.751 4.454 0.62
O 3.222 0.586 5.135 -0.66
C 3.527 -0.349 2.683 -0.61
H 5.047 -1.856 5.804 0.33
H 5.657 -0.851 4.465 0.34
H 5.032 -2.369 4.072 0.32
H 3.798 -1.286 2.192 0.34
H 4.309 0.389 2.514 0.49
H 2.594 0.071 2.308 -0.13
C -4.487 1.127 -3.035 -1.13
S -2.890 0.301 -3.015 0.55
O -2.775 -0.247 -1.613 -0.16
C -3.453 -1.122 -4.008 -0.93
H -4.509 2.015 -2.408 0.33
H -5.171 0.417 -2.555 0.34
H -4.929 1.309 -4.012 0.43
H -3.689 -0.746 -5.007 0.47
H -4.371 -1.542 -3.597 0.37
H -2.708 -1.904 -4.128 0.07
C -4.261 1.754 0.764 -0.86
S -3.730 0.363 1.829 0.36
O -2.643 -0.356 1.044 0.26
C -2.851 1.384 3.060 -0.63
H -4.520 2.576 1.435 0.48
H -5.143 1.507 0.181 0.34
H -3.442 2.120 0.147 0.16
H -3.479 2.095 3.592 0.46
H -2.099 2.005 2.562 0.09
H -2.294 0.705 3.699 0.26
C -0.124 -3.540 -3.749 -1.02
S 0.437 -2.741 -2.198 0.43
O -0.814 -1.986 -1.773 -0.09
C 0.690 -4.211 -1.149 -0.47
H -1.194 -3.690 -3.657 0.27
H 0.383 -4.484 -3.949 0.46
H 0.216 -2.844 -4.514 0.31
H 0.876 -3.840 -0.153 -0.42
H 1.493 -4.818 -1.557 0.53
H -0.261 -4.745 -1.215 0.35
```

orbital gap = 8.44 eV
calculated total energy = -99175.84682 eV
charge = +1
lowest unoccupied orbital energy = -2.57 eV
highest occupied orbital energy = -11.014 eV

The following is a quantum chemistry calculation of a 3-piece molecular cluster, C16H40B2N3O6 overall in a non-equilibrium geometry, from the OMol25 dataset.

Geometry as XYZ:
```
67
Properties=species:S:1:pos:R:3:nbo_charge:R:1
C 3.487 -1.173 -0.738 -1.02
B 2.210 -1.708 -1.495 1.00
O 1.706 -2.943 -1.209 -0.90
C 1.445 -0.826 -2.585 -0.40
C 1.397 0.681 -2.185 -0.38
C 0.202 0.685 -1.169 -0.46
C -0.836 -0.294 -1.700 -0.06
N -1.984 0.202 -2.438 -0.54
C -2.513 1.304 -2.053 0.45
C -2.930 1.622 -0.638 -0.73
C -2.732 2.393 -3.065 -0.68
B -1.335 -1.477 -0.682 1.14
N -0.797 -1.475 0.671 -1.16
O -2.269 -2.395 -1.141 -0.91
N -0.012 -1.081 -2.718 -0.51
H 4.231 -0.823 -1.461 0.25
H 3.226 -0.287 -0.153 0.25
H 3.918 -1.920 -0.074 0.24
H 2.416 -3.541 -0.916 0.52
H 1.966 -0.958 -3.535 0.26
H 1.069 1.139 -3.122 0.20
H 2.310 1.077 -1.766 0.25
H -0.050 1.744 -1.098 0.24
H 0.656 0.396 -0.222 0.25
H -3.726 0.927 -0.368 0.25
H -3.314 2.637 -0.560 0.26
H -2.058 1.521 0.014 0.23
H -2.602 2.033 -4.082 0.24
H -2.091 3.243 -2.831 0.25
H -3.765 2.750 -2.983 0.23
H -1.367 -0.928 1.309 0.41
H -0.666 -2.413 1.035 0.40
H -1.816 -3.208 -1.417 0.51
H -0.271 -2.064 -2.814 0.44
H -0.277 -0.651 -3.618 0.44
C -5.560 6.867 1.935 -0.26
O -4.222 7.288 2.154 -0.55
C -3.369 6.241 2.583 -0.09
C -2.532 5.700 1.442 -0.09
O -3.334 5.064 0.452 -0.57
C -3.578 5.895 -0.672 -0.26
H -6.064 7.643 1.363 0.20
H -5.606 5.931 1.373 0.17
H -6.078 6.743 2.891 0.17
H -3.946 5.439 3.055 0.17
H -2.699 6.661 3.339 0.19
H -1.849 4.941 1.838 0.18
H -1.928 6.496 0.996 0.18
H -2.689 5.934 -1.313 0.16
H -3.855 6.908 -0.377 0.20
H -4.400 5.460 -1.239 0.19
C 3.343 -6.900 0.664 -0.26
O 3.439 -5.494 0.852 -0.57
C 3.098 -5.090 2.175 -0.09
C 4.329 -4.836 3.022 -0.09
O 5.066 -6.025 3.241 -0.55
C 6.197 -6.149 2.393 -0.26
H 3.869 -7.151 -0.255 0.19
H 3.797 -7.451 1.489 0.19
H 2.294 -7.196 0.561 0.17
H 2.449 -5.832 2.648 0.18
H 2.533 -4.155 2.089 0.17
H 4.008 -4.471 4.002 0.19
H 4.961 -4.066 2.567 0.17
H 7.005 -5.501 2.747 0.17
H 5.959 -5.900 1.356 0.17
H 6.534 -7.183 2.435 0.20
```

orbital gap = 8.58 eV
calculated total energy = -35342.69240 eV
charge = +1
lowest unoccupied orbital energy = -2.56 eV
highest occupied orbital energy = -11.140 eV

Number 1: molar mass 453.362 g mol⁻¹. Number 2: molar mass 600.148 g mol⁻¹. Number 3: molar mass 392.135 g mol⁻¹.